Molecular formula: C28H25F5N4O3PSV
Method: DFT, ωB97M-V with the def2-TZVPD basis set

Last column: Löwdin spin population.
CARTESIAN COORDINATES (ANGSTROEM)
V: -0.18710 0.25736 0.00109  0.985
O: -1.67533 -2.08313 -1.46510  -0.002
C: -0.54595 -1.87541 -1.14268  0.003
O: 0.06845 -0.67441 -1.42090  -0.002
C: 0.34292 -2.75601 -0.28894  0.005
P: 1.14846 -1.51371 0.83413  -0.013
C: 2.90891 -1.54841 0.42299  -0.004
C: 3.86993 -1.55576 1.43061  -0.002
C: 5.21727 -1.55286 1.09696  0.000
C: 5.60521 -1.54044 -0.23296  -0.002
C: 4.64773 -1.51228 -1.23973  0.000
C: 3.30336 -1.50933 -0.91525  -0.002
C: 1.02702 -2.04746 2.54507  -0.004
C: 0.95610 -1.07249 3.54002  0.000
C: 0.93365 -1.44712 4.87281  0.000
C: 0.97477 -2.79347 5.21223  0.000
C: 1.04901 -3.76381 4.22415  0.000
C: 1.08102 -3.39456 2.88770  -0.001
H: 1.10697 -3.24030 -0.89801  0.001
H: -0.25593 -3.50232 0.22610  0.000
H: 3.56901 -1.56832 2.46978  0.000
H: 5.96254 -1.56367 1.88071  0.000
H: 6.65643 -1.55260 -0.48768  0.000
H: 4.95120 -1.48549 -2.27763  0.000
H: 2.56258 -1.45665 -1.70483  0.000
H: 0.92036 -0.02452 3.26384  0.000
H: 0.88291 -0.69099 5.64446  0.000
H: 0.94914 -3.08733 6.25288  0.000
H: 1.08657 -4.81034 4.49429  0.000
H: 1.15500 -4.15607 2.12083  0.000
F: 1.58009 4.72680 -5.11320  0.000
C: 1.59844 4.00970 -3.99851  -0.001
C: 0.44110 3.41390 -3.53100  0.000
F: -0.70685 3.55740 -4.18981  0.000
C: 0.48283 2.66816 -2.36893  0.000
F: -0.67470 2.10881 -1.94890  0.001
C: 1.63992 2.48727 -1.62884  0.002
S: 1.75708 1.55025 -0.14682  -0.025
C: 2.78838 3.10421 -2.12329  -0.001
F: 3.93937 2.97510 -1.46540  -0.001
C: 2.77747 3.84983 -3.28684  0.000
F: 3.89555 4.41458 -3.72820  0.000
O: -2.88570 -1.85288 2.47631  0.013
C: -2.08997 -1.24168 1.88165  0.012
N: -1.26513 -0.61330 1.27594  0.007
C: -4.67768 2.82113 -1.55790  0.000
C: -4.34967 1.34616 -1.46930  0.001
N: -3.05817 1.17883 -0.80849  0.010
C: -2.47858 2.07014 0.02159  0.006
N: -1.28116 1.79078 0.53391  0.003
C: -0.86408 2.62131 1.66506  0.001
C: -1.05164 4.07824 1.28560  0.000
C: -2.53341 4.30418 1.06894  0.000
N: -3.12777 3.21656 0.28843  0.004
C: -4.50102 3.41998 -0.17523  0.000
H: -5.70270 2.95587 -1.89896  0.000
H: -4.00960 3.31754 -2.26427  0.000
H: -4.29020 0.88747 -2.45494  0.000
H: -5.12421 0.82475 -0.90122  0.000
H: -2.60716 0.28596 -0.93883  0.002
H: 0.17685 2.41291 1.89896  0.001
H: -1.46537 2.37026 2.54677  0.000
H: -0.49349 4.26686 0.36587  0.000
H: -0.67830 4.74778 2.05895  0.000
H: -2.70923 5.23861 0.53382  0.000
H: -3.05035 4.36852 2.03076  0.000
H: -4.68772 4.49207 -0.18298  0.000
H: -5.20316 2.96325 0.52903  0.000

Cartesian forces, eV/Å:
V 1.4 2.7 1.6
O 0.2 0.0 -0.2
C -0.5 -1.1 -0.2
O -0.4 -0.8 -1.8
C 0.0 0.3 0.0
P 0.8 -0.8 0.3
C 0.0 -0.1 0.0
C -0.1 0.0 0.0
C 0.0 0.0 0.0
C 0.0 0.0 0.0
C 0.0 0.0 0.0
C 0.0 0.0 0.0
C 0.0 0.1 0.0
C 0.0 -0.1 -0.1
C 0.0 0.0 0.0
C 0.0 0.0 0.0
C 0.0 0.0 0.0
C 0.0 0.0 0.0
H 0.0 0.0 0.0
H 0.0 0.0 0.0
H 0.0 0.0 0.0
H 0.0 0.0 0.0
H 0.0 0.0 0.0
H 0.0 0.0 0.0
H 0.0 0.0 0.0
H 0.0 0.0 0.1
H 0.0 0.0 0.0
H 0.0 0.0 0.0
H 0.0 0.0 0.0
H 0.0 0.0 0.0
F 0.0 0.0 0.0
C 0.0 0.0 0.0
C 0.0 0.0 0.0
F 0.0 0.0 0.0
C -0.1 0.0 0.0
F 0.3 -0.1 -0.5
C -0.1 0.2 0.0
S -0.1 -0.4 0.2
C 0.0 -0.1 0.1
F 0.0 0.0 0.0
C 0.1 0.1 -0.1
F -0.1 0.0 0.0
O 0.0 -0.1 0.0
C 0.1 0.1 0.1
N -0.6 -0.6 0.2
C 0.0 0.0 0.1
C 0.0 0.0 0.0
N 0.0 0.0 0.0
C 0.0 -0.1 0.1
N -1.0 0.8 0.0
C -0.1 0.0 0.0
C 0.0 -0.1 0.0
C 0.1 0.0 0.0
N 0.0 0.0 0.0
C 0.0 0.0 0.0
H 0.0 0.0 0.0
H 0.0 0.0 0.0
H 0.0 0.0 0.0
H 0.0 0.0 0.0
H -0.1 0.0 0.1
H 0.0 0.0 0.0
H 0.0 0.0 0.0
H 0.0 0.1 0.0
H 0.0 0.0 0.0
H 0.0 0.0 0.0
H 0.0 0.0 0.0
H 0.0 0.0 0.0
H 0.0 0.0 0.0

Properties
Spin multiplicity: 2
Orbital gap (alpha / beta), eV: 6.9 / 7.4
Charge: +1
Calculated total energy, eV: -100939.585